Record 1
Density functional theory data (ωB97M-V/def2-TZVPD) for a molecular structure, C29H59BF3I2NO9P at a distorted geometry.

Geometry as ORCA input:
```
! wB97M-V def2-TZVPD RIJCOSX def2/J DEFGRID3
* xyz -1 1
C -1.890 1.616 1.492
C -1.062 2.273 2.577
C 0.350 1.665 2.635
O 0.736 1.272 1.375
C 1.770 0.273 1.433
P 2.424 -0.655 -0.126
C 3.121 -1.913 -1.445
C 3.023 -1.848 -2.951
O 1.752 -1.548 -3.551
C 1.868 -0.836 -4.722
C 0.474 -0.674 -5.240
F -0.087 -1.791 -5.723
F 0.490 0.209 -6.290
F -0.272 -0.150 -4.265
C 2.873 -2.086 1.189
O 1.788 -3.009 1.400
C 1.958 -3.812 2.521
C 1.248 -3.257 3.762
O 2.166 -3.234 4.858
C 1.550 -2.963 6.085
C 1.695 -1.507 6.575
O 2.785 -0.848 5.982
C 2.590 0.542 5.903
C 2.456 1.246 7.250
C 1.819 0.708 -1.375
B 1.843 2.235 -1.050
O 2.934 3.045 -0.774
O 0.602 2.947 -1.059
C 0.640 -1.492 -0.345
O -0.344 -1.077 0.356
O 0.467 -2.363 -1.226
C 4.230 0.200 0.106
I 5.195 0.756 -1.817
C 5.302 -0.532 0.949
C 6.789 -0.136 0.687
I 5.174 -0.001 3.077
H -1.438 1.799 0.529
H -2.893 2.062 1.495
H -2.005 0.555 1.674
H -1.548 2.044 3.526
H -1.007 3.353 2.455
H 0.304 0.839 3.355
H 1.005 2.436 3.075
H 2.597 0.732 2.003
H 1.387 -0.471 2.128
H 2.840 -2.921 -1.176
H 4.200 -1.972 -1.237
H 3.772 -1.215 -3.426
H 3.284 -2.837 -3.360
H 2.473 -1.390 -5.449
H 2.265 0.174 -4.579
H 3.688 -2.741 0.856
H 3.175 -1.730 2.181
H 3.004 -4.025 2.749
H 1.473 -4.765 2.299
H 0.397 -3.894 4.019
H 0.848 -2.264 3.553
H 0.476 -3.140 5.993
H 1.904 -3.659 6.845
H 1.835 -1.521 7.659
H 0.782 -0.966 6.314
H 3.421 0.997 5.381
H 1.710 0.745 5.291
H 3.425 1.260 7.742
H 2.203 2.283 7.046
H 1.696 0.825 7.896
H 0.781 0.476 -1.590
H 2.305 0.669 -2.359
H 2.869 3.456 0.095
H 0.210 2.707 -1.905
H 4.142 1.176 0.565
H 5.376 -1.601 0.811
H 7.353 -0.494 1.545
H 6.947 0.935 0.671
H 7.211 -0.682 -0.147
C -2.673 -0.887 -2.128
C -3.248 0.298 -1.356
C -4.743 0.510 -1.495
N -5.193 1.318 -2.703
C -6.701 1.251 -2.709
C -7.332 1.806 -3.972
C -6.770 1.116 -5.205
C -5.259 1.283 -5.232
C -4.617 0.736 -3.968
C -4.761 2.732 -2.528
H -2.494 -0.657 -3.177
H -1.705 -1.171 -1.702
H -3.327 -1.761 -2.074
H -2.684 1.206 -1.582
H -3.070 0.096 -0.303
H -5.126 1.055 -0.630
H -5.258 -0.449 -1.542
H -6.966 0.199 -2.601
H -7.043 1.789 -1.826
H -8.411 1.655 -3.920
H -7.180 2.886 -4.040
H -7.216 1.529 -6.109
H -7.023 0.051 -5.183
H -5.002 2.337 -5.370
H -4.838 0.753 -6.087
H -3.555 0.966 -3.967
H -4.757 -0.342 -3.908
H -3.677 2.769 -2.506
H -5.172 3.104 -1.594
H -5.126 3.327 -3.359
*
```

frontier orbital gap: 3.23 eV
HOMO level: -2.188 eV
E: -3133.30636 Eh
LUMO energy: 1.0 eV
maximum force: 2.5 eV Å⁻¹


Record 2
Density functional theory data (ωB97M-V/def2-TZVPD) for a molecular structure, C25H75AsF6O12 at a distorted geometry.

Geometry as ORCA input:
```
! wB97M-V def2-TZVPD RIJCOSX def2/J DEFGRID3
* xyz 0 1
O 4.737 -8.307 -13.278
H 4.579 -7.900 -12.423
H 5.614 -8.698 -13.280
H 4.600 -7.621 -13.936
As 3.465 -4.243 -12.399
F 2.483 -2.706 -12.278
F 3.141 -4.306 -14.141
F 4.464 -5.726 -12.466
F 3.760 -4.181 -10.632
F 1.998 -5.264 -12.080
F 4.959 -3.284 -12.681
C 3.713 -8.640 -9.465
C 2.730 -7.683 -10.079
O 2.706 -7.682 -11.529
H 3.395 -9.662 -9.674
H 3.753 -8.510 -8.384
H 4.716 -8.405 -9.821
H 3.005 -6.666 -9.799
H 1.719 -7.819 -9.693
H 2.442 -6.786 -11.752
C 2.336 -2.628 -7.822
C 3.713 -2.988 -7.426
O 4.111 -4.196 -8.049
H 1.534 -3.251 -7.427
H 2.241 -2.708 -8.905
H 2.136 -1.589 -7.561
H 3.820 -3.123 -6.350
H 4.388 -2.184 -7.720
H 3.978 -4.164 -8.999
C 6.650 -6.555 -9.229
C 7.113 -6.474 -10.693
O 6.754 -7.606 -11.489
H 7.081 -5.704 -8.701
H 6.983 -7.443 -8.692
H 5.566 -6.480 -9.139
H 8.202 -6.470 -10.726
H 6.717 -5.516 -11.030
H 7.590 -8.078 -11.500
C -1.170 -4.343 -11.154
C -0.865 -2.851 -11.333
O -1.928 -2.019 -11.003
H -1.653 -4.569 -10.204
H -0.226 -4.887 -11.111
H -1.805 -4.739 -11.946
H -0.513 -2.691 -12.352
H -0.063 -2.529 -10.668
H -2.145 -2.103 -10.072
C 0.523 1.346 -14.431
C 0.558 -0.032 -13.732
O 1.755 -0.302 -13.017
H 0.732 2.126 -13.698
H -0.493 1.505 -14.792
H 1.232 1.505 -15.243
H 0.411 -0.808 -14.483
H -0.226 -0.134 -12.982
H 1.799 -1.239 -12.813
C 2.935 -3.663 -17.324
C 4.440 -3.763 -16.841
O 5.154 -3.175 -17.939
H 2.252 -4.280 -16.739
H 2.827 -4.146 -18.295
H 2.545 -2.645 -17.306
H 4.753 -4.806 -16.788
H 4.670 -3.249 -15.908
H 5.137 -3.753 -18.706
C 4.668 -0.162 -14.273
C 6.113 0.112 -14.669
O 6.167 1.248 -15.567
H 4.309 0.721 -13.743
H 4.652 -1.002 -13.578
H 3.940 -0.409 -15.045
H 6.490 -0.737 -15.239
H 6.763 0.284 -13.812
H 5.870 0.934 -16.425
C 7.722 -3.936 -14.043
C 8.491 -4.199 -15.409
O 8.973 -5.551 -15.243
H 7.522 -2.878 -13.876
H 8.332 -4.346 -13.238
H 6.800 -4.519 -14.050
H 9.296 -3.473 -15.527
H 7.758 -4.133 -16.213
H 9.659 -5.549 -14.571
C 3.200 2.520 -9.522
C 3.271 1.427 -10.568
C 3.056 0.061 -9.979
O 2.362 1.771 -11.513
H 3.496 3.494 -9.911
H 3.882 2.311 -8.698
H 2.241 2.641 -9.018
H 4.207 1.511 -11.121
H 2.004 -0.031 -9.709
H 3.655 -0.186 -9.103
H 3.205 -0.720 -10.725
H 2.218 1.027 -12.102
C 6.882 -2.587 -10.007
C 7.414 -1.442 -10.881
C 6.479 -0.216 -10.817
O 8.680 -1.110 -10.404
H 5.906 -2.941 -10.338
H 6.760 -2.199 -8.996
H 7.593 -3.413 -9.997
H 7.611 -1.648 -11.933
H 6.811 0.681 -11.339
H 6.262 0.048 -9.782
H 5.525 -0.441 -11.293
H 8.635 -0.925 -9.463
C 2.463 -8.708 -16.105
C 2.415 -7.211 -15.827
C 1.176 -6.819 -15.053
O 3.502 -6.784 -14.989
H 2.791 -9.272 -15.232
H 3.200 -8.890 -16.888
H 1.564 -9.216 -16.454
H 2.487 -6.716 -16.795
H 1.024 -7.433 -14.166
H 0.274 -7.039 -15.625
H 1.029 -5.771 -14.792
H 3.306 -5.895 -14.684
*
```

frontier orbital gap: 8.31 eV
HOMO level: -8.922 eV
E: -4735.32475 Eh
LUMO energy: -0.6 eV
maximum force: 3.0 eV Å⁻¹


Record 3
Density functional theory data (ωB97M-V/def2-TZVPD) for 4 unconnected molecules or ions with the total composition H8O4 at a distorted geometry.

Geometry as ORCA input:
```
! wB97M-V def2-TZVPD RIJCOSX def2/J DEFGRID3
* xyz 0 1
O 1.377 -0.880 2.149
H 1.969 -0.346 1.619
H 1.759 -1.829 2.259
O -2.807 0.072 0.365
H -3.636 0.400 -0.215
H -2.923 0.405 1.324
O -0.107 -0.250 -0.559
H -1.004 -0.309 -0.501
H 0.216 -0.770 0.161
O 2.000 1.342 -1.964
H 1.818 1.557 -2.838
H 1.335 0.603 -1.802
*
```

energy relative to the best compared isomer or geometry (same formula, charge and spin): 1.362 eV
frontier orbital gap: 11.24 eV
HOMO level: -10.734 eV
E: -305.72915 Eh
LUMO energy: 0.5 eV
maximum force: 4.1 eV Å⁻¹
SMILES string: O.O.O.O


Record 4
Density functional theory data (ωB97M-V/def2-TZVPD) for a molecular structure, C58H50MoN8OS at a distorted geometry.

Geometry as ORCA input:
```
! wB97M-V def2-TZVPD RIJCOSX def2/J DEFGRID3
* xyz 0 1
Mo -0.239 1.056 -0.730
C -3.269 1.638 -0.503
N -2.177 2.612 -0.299
C -2.103 3.243 1.011
C -0.758 3.019 1.612
N 0.234 2.373 1.037
C 1.305 2.460 1.939
C 2.610 1.979 1.895
C 3.448 2.263 2.957
C 3.017 2.995 4.065
C 1.719 3.461 4.145
C 0.893 3.190 3.064
N -0.420 3.529 2.814
C -2.697 0.233 -0.271
N -1.775 -0.228 -1.271
C -2.157 -1.486 -1.649
C -1.582 -2.371 -2.554
C -2.183 -3.617 -2.738
C -3.323 -3.976 -2.038
C -3.919 -3.085 -1.138
C -3.337 -1.853 -0.961
N -3.758 -0.757 -0.187
H -3.651 1.719 -1.517
H -4.100 1.797 0.192
H -2.240 3.322 -1.014
H -2.863 2.843 1.686
H -2.269 4.323 0.939
H 2.970 1.405 1.065
H 4.469 1.907 2.928
H 3.705 3.206 4.873
H 1.361 4.008 5.007
H -1.025 4.045 3.429
H -0.684 -2.099 -3.095
H -1.752 -4.317 -3.443
H -3.764 -4.953 -2.188
H -4.820 -3.353 -0.602
H -4.123 -0.946 0.737
C -2.591 2.538 -4.223
C -2.228 3.881 -4.210
C -1.161 4.288 -3.432
C -0.503 3.366 -2.611
C -0.937 2.024 -2.514
C -1.949 1.631 -3.387
C 0.765 3.642 -1.955
C 1.442 4.875 -2.057
C 2.797 4.920 -1.949
C 3.495 3.699 -1.797
C 4.878 3.590 -2.022
C 5.521 2.389 -1.870
C 4.799 1.279 -1.410
C 3.449 1.361 -1.191
C 2.737 2.547 -1.449
N 1.368 2.557 -1.439
H -3.390 2.194 -4.867
H -2.763 4.592 -4.825
H -0.827 5.318 -3.477
H -2.267 0.598 -3.400
H 0.880 5.773 -2.277
H 3.351 5.845 -2.046
H 5.425 4.463 -2.358
H 6.573 2.297 -2.103
H 5.303 0.335 -1.247
H 2.907 0.492 -0.858
C 3.615 -1.930 3.146
C 2.897 -2.932 2.241
N 3.028 -2.633 0.821
C 4.087 -3.324 0.094
C 3.632 -4.646 -0.519
C 2.199 -1.782 0.171
S 1.155 -0.790 1.093
N 2.320 -1.818 -1.170
C 1.665 -1.054 -2.018
O 0.817 -0.164 -1.720
C 2.018 -1.189 -3.450
C 2.984 -2.102 -3.871
C 3.357 -2.156 -5.202
C 2.771 -1.299 -6.125
C 1.813 -0.385 -5.710
C 1.437 -0.327 -4.379
H 3.563 -2.272 4.181
H 3.145 -0.952 3.076
H 4.665 -1.835 2.860
H 1.838 -2.965 2.497
H 3.319 -3.926 2.397
H 4.908 -3.495 0.794
H 4.443 -2.668 -0.698
H 3.291 -5.341 0.250
H 4.458 -5.107 -1.062
H 2.809 -4.463 -1.207
H 3.432 -2.758 -3.137
H 4.109 -2.866 -5.521
H 3.060 -1.344 -7.167
H 1.358 0.288 -6.425
H 0.695 0.388 -4.045
C -1.664 0.379 0.860
C -2.015 -0.204 1.954
C -2.665 -0.983 2.822
C -3.391 -0.395 3.971
C -3.980 0.867 3.861
C -4.750 1.394 4.886
C -4.929 0.676 6.060
C -4.319 -0.563 6.200
C -3.562 -1.095 5.168
C -2.799 -2.438 2.528
C -3.962 -3.134 2.879
C -4.144 -4.456 2.503
C -3.172 -5.120 1.772
C -2.018 -4.439 1.411
C -1.840 -3.116 1.774
H -3.856 1.417 2.935
H -5.230 2.357 4.761
H -5.542 1.077 6.856
H -4.439 -1.124 7.119
H -3.099 -2.065 5.284
H -4.743 -2.628 3.432
H -5.062 -4.965 2.774
H -3.319 -6.150 1.474
H -1.248 -4.940 0.835
H -0.953 -2.585 1.467
*
```

energy relative to the best compared isomer or geometry (same formula, charge and spin): 0.701 eV
frontier orbital gap (alpha / beta): 4.96 / 4.94 eV
HOMO level (alpha / beta): -5.631 / -5.647 eV
E: -3219.85791 Eh
LUMO energy (alpha / beta): -0.7 / -0.7 eV
maximum force: 2.6 eV Å⁻¹